1.
Formula: C14H28BaF6NO15P2
Source: the OMol25 dataset
Level of theory: wB97M-V/def2-TZVPD

Last column: Mulliken charge in e.
Geometry (Å):
Ba1 -1.283 -3.526 2.484  1.8694
N1 -1.364 -1.938 -1.017  0.7908
O1 -1.754 -2.130 -2.139  -0.5981
O2 -1.763 -2.609 -0.078  -0.6762
O3 -0.566 -1.078 -0.884  -0.4331
C1 0.349 1.582 1.779  -0.1837
O4 -0.657 1.697 2.766  -0.3260
P1 -1.829 0.530 2.935  0.4900
O5 -1.323 -0.830 2.586  0.0292
O6 -3.081 1.062 2.068  -0.3895
C2 -3.185 0.727 0.695  -0.2943
O7 -2.334 0.743 4.486  -0.3761
C3 -1.632 0.220 5.564  -0.5054
H1 0.269 2.572 1.329  0.4084
H2 0.219 0.935 0.912  -0.1975
H3 1.336 1.395 2.202  0.2117
H4 -2.204 0.810 0.227  0.0033
H5 -3.753 1.442 0.100  0.2646
H6 -3.614 -0.270 0.585  0.2413
H7 -2.211 -0.500 6.143  0.3209
H8 -1.186 0.998 6.183  0.3119
H9 -0.843 -0.501 5.352  0.0335
C4 2.434 -1.110 0.735  -0.4692
O8 2.666 -0.702 2.052  -0.0912
P2 2.359 -1.658 3.331  0.5367
O9 1.101 -2.523 3.206  -0.3537
O10 3.714 -2.469 3.711  -0.2910
C5 3.776 -3.360 4.809  -0.7297
O11 2.330 -0.551 4.565  -0.2086
C6 3.439 0.144 4.899  -0.8564
H10 1.994 -2.097 0.597  0.2526
H11 3.397 -1.227 0.240  0.2482
H12 1.759 -0.412 0.239  0.0818
H13 4.622 -3.038 5.416  0.2921
H14 4.011 -4.382 4.508  0.2764
H15 2.897 -3.270 5.446  0.3272
H16 4.059 -0.018 5.780  0.2903
H17 3.107 1.182 4.889  0.3588
H18 4.066 0.219 4.010  0.3155
C7 1.160 -0.279 -5.230  -1.5067
C8 0.924 -0.715 -3.781  0.2190
O12 2.163 -1.245 -3.279  -0.2354
C9 3.213 -0.450 -2.990  0.4322
O13 3.326 0.761 -2.987  -0.5344
C10 4.532 -1.314 -2.705  0.8085
F1 4.908 -0.846 -1.503  -0.2636
F2 4.373 -2.648 -2.548  -0.2403
F3 5.496 -0.973 -3.530  -0.2301
H19 1.566 0.731 -5.173  0.3761
H20 0.312 -0.254 -5.915  0.3661
H21 1.776 -0.982 -5.791  0.3910
H22 0.099 -1.426 -3.735  0.3479
H23 0.613 0.167 -3.221  0.1124
C11 -2.080 0.967 -4.048  -0.4264
C12 -3.570 1.254 -4.181  -0.6823
O14 -3.801 2.530 -3.591  -0.1938
C13 -5.009 2.930 -3.178  0.3352
O15 -6.018 2.196 -3.054  -0.5542
C14 -4.992 4.464 -2.913  0.8972
F4 -5.303 5.075 -4.069  -0.2347
F5 -5.985 4.778 -2.009  -0.2430
F6 -3.806 4.924 -2.488  -0.2144
H24 -1.861 0.661 -3.025  -0.0277
H25 -1.389 1.764 -4.321  0.3749
H26 -2.002 0.160 -4.776  0.2635
H27 -3.998 0.537 -3.481  0.3451
H28 -3.968 1.174 -5.193  0.3429

* gap between HOMO and LUMO: 7.2 eV
* lowest unoccupied orbital energy: -4.35 eV
* charge: +1

=====

2.
Formula: C4H6ClN3
Source: the OMol25 dataset
Level of theory: wB97M-V/def2-TZVPD

Last column: natural (NBO) charge in e.
Geometry (Å):
C1 -0.251 0.772 0.312  -0.1898
C2 0.686 -0.528 -0.013  -0.1496
C3 -0.077 -1.715 -0.180  -0.0308
C4 -1.501 0.057 0.136  0.4128
H1 0.783 1.906 -1.224  0.4157
H2 0.212 2.933 0.911  0.3523
H3 -0.194 1.061 1.302  0.2232
H4 0.229 -2.834 -0.046  0.2423
H5 -2.180 -2.083 -0.258  0.4339
H6 -2.774 1.487 -0.225  0.3424
N1 -0.039 2.020 -0.327  -0.7998
N2 -1.452 -1.353 0.062  -0.6193
N3 -2.706 0.422 -0.067  -0.6466
Cl1 2.363 -0.095 0.020  0.0131

* gap between HOMO and LUMO: 7.5 eV
* lowest unoccupied orbital energy: -0.56 eV
* charge: 0

=====

3.
Formula: C5H6N2
Source: the OMol25 dataset
Level of theory: wB97M-V/def2-TZVPD

Last column: natural (NBO) charge in e.
Geometry (Å):
C1 -0.775 -0.701 0.656  -0.2291
C2 -1.130 -0.456 -0.766  -0.2469
C3 1.017 0.932 0.840  -0.3545
C4 0.157 -0.110 1.568  -0.1620
C5 -0.409 0.037 -1.913  -0.1006
N1 1.472 0.206 -0.472  -0.0984
N2 0.911 0.059 -1.514  -0.1098
H1 -1.459 -1.431 0.987  0.2007
H2 -2.015 -0.985 -0.853  0.1984
H3 0.338 1.925 0.847  0.2193
H4 2.006 1.076 1.201  0.2232
H5 0.390 -0.656 2.438  0.2155
H6 -0.503 0.104 -3.018  0.2441

* gap between HOMO and LUMO (spin up / spin down): 8.1 / 8.1 eV
* lowest unoccupied orbital energy (spin up / spin down): -0.01 / -0.01 eV
* SMILES string: C1=CCN=NC=C1
* charge: 0

=====

4.
Formula: C36H26Br2CuN3OP
Source: the OMol25 dataset
Level of theory: wB97M-V/def2-TZVPD

Last column: natural (NBO) charge in e.
Geometry (Å):
Cu1 -0.021 -0.060 -0.617  1.2159
C1 -0.659 -5.695 0.036  -0.2041
C2 -1.469 -5.164 -0.956  -0.2191
C3 -1.926 -3.855 -0.864  -0.1353
C4 -1.573 -3.066 0.226  -0.3631
C5 -0.740 -3.603 1.211  -0.2182
C6 -0.293 -4.911 1.122  -0.2147
P1 -2.025 -1.307 0.381  0.8019
C7 -3.195 -1.286 1.791  -0.3137
C8 -3.535 -2.396 2.556  -0.2080
C9 -4.428 -2.273 3.615  -0.2053
C10 -4.993 -1.045 3.917  -0.2128
C11 -4.667 0.069 3.153  -0.1961
C12 -3.771 -0.052 2.105  -0.2130
C13 -3.127 -0.928 -1.020  -0.3475
C14 -4.382 -1.473 -1.114  -0.2036
C15 -5.242 -1.118 -2.171  -0.2149
C16 -4.833 -0.201 -3.098  -0.1658
C17 -3.554 0.399 -3.022  -0.0923
C18 -3.147 1.379 -3.962  -0.1996
C19 -1.920 1.963 -3.851  -0.2095
C20 -1.040 1.578 -2.811  -0.2650
C21 -1.372 0.620 -1.889  -0.3396
C22 -2.666 0.027 -1.977  0.0089
H1 -0.295 -6.712 -0.044  0.2165
H2 -1.735 -5.761 -1.818  0.2194
H3 -2.536 -3.441 -1.655  0.2216
H4 -0.433 -2.985 2.049  0.2147
H5 0.360 -5.314 1.888  0.2187
H6 -3.107 -3.363 2.325  0.2271
H7 -4.685 -3.146 4.202  0.2150
H8 -5.690 -0.955 4.741  0.2143
H9 -5.113 1.030 3.376  0.2130
H10 -3.535 0.816 1.497  0.2112
H11 -4.724 -2.174 -0.361  0.2181
H12 -6.226 -1.563 -2.237  0.2127
H13 -5.493 0.090 -3.908  0.2089
H14 -3.829 1.656 -4.758  0.2051
H15 -1.609 2.719 -4.563  0.2064
H16 -0.068 2.064 -2.769  0.1889
Br1 0.990 -4.108 -3.531  0.0633
C23 1.646 -3.656 -1.818  -0.1766
C24 2.495 -4.546 -1.151  -0.2137
C25 2.998 -4.251 0.086  -0.1175
Br2 4.120 -5.514 0.955  0.0354
C26 2.676 -3.031 0.718  -0.1328
C27 3.123 -2.618 1.990  -0.1318
C28 2.716 -1.416 2.504  -0.2563
C29 1.852 -0.607 1.754  0.0555
N1 1.418 -0.963 0.566  -0.5374
C30 1.808 -2.149 0.033  0.1788
C31 1.252 -2.439 -1.269  0.3230
O1 0.454 -1.600 -1.827  -0.7788
H17 2.749 -5.483 -1.628  0.2402
H18 3.787 -3.263 2.551  0.2339
H19 3.047 -1.086 3.479  0.2243
H20 1.504 0.347 2.132  0.2033
N2 2.343 1.954 -0.999  -0.7880
C32 1.448 2.550 -0.155  0.4023
C33 1.657 3.847 0.338  -0.2937
C34 0.746 4.379 1.216  -0.1295
C35 -0.365 3.629 1.603  -0.3060
C36 -0.501 2.369 1.071  0.0830
N3 0.382 1.834 0.217  -0.5615
H21 2.997 2.540 -1.486  0.3957
H22 2.042 1.125 -1.490  0.4063
H23 2.528 4.408 0.023  0.2196
H24 0.892 5.379 1.603  0.2221
H25 -1.101 4.020 2.290  0.2287
H26 -1.343 1.736 1.322  0.2109

* ⟨S²⟩: 0.755
* gap between HOMO and LUMO (spin up / spin down): 7.2 / 7.2 eV
* multiplicity: 2
* lowest unoccupied orbital energy (spin up / spin down): 0.02 / 0.04 eV
* charge: 0

=====

5.
Formula: C36H46BrIN4O4Pb
Source: the OMol25 dataset
Level of theory: wB97M-V/def2-TZVPD

Last column: Mulliken charge in e.
Geometry (Å):
Pb1 -0.393 -0.431 -0.275  0.3809
C1 -4.607 -0.496 -0.176  -1.5155
C2 -3.804 0.046 -1.367  0.0491
C3 -3.205 -0.971 -2.342  -1.4603
N1 -1.877 -1.452 -1.997  0.4685
C4 -1.355 -2.398 -2.740  0.3556
C5 -2.021 -2.919 -3.887  -0.6123
C6 -1.775 -4.008 -4.697  -0.6734
C7 -0.789 -4.983 -4.628  -0.7079
C8 0.265 -4.969 -3.733  -0.7050
C9 0.635 -4.010 -2.808  -0.7168
C10 0.056 -2.774 -2.428  1.2533
N2 0.730 -1.872 -1.744  -0.1167
C11 2.177 -1.961 -1.638  -1.5577
C12 2.722 -2.591 -0.353  -0.5732
C13 2.470 -1.716 0.876  -1.5494
N3 1.059 -1.678 1.196  1.2546
C14 0.532 -2.426 2.119  0.9616
C15 1.272 -3.363 2.902  -1.1112
C16 0.982 -3.961 4.107  -0.3612
C17 -0.151 -3.870 4.911  -0.6715
C18 -1.334 -3.259 4.542  -0.7617
C19 -1.701 -2.658 3.347  -0.6035
C20 -0.962 -2.374 2.176  0.6972
N4 -1.523 -2.006 1.043  -0.0662
C21 -2.946 -2.192 0.826  -1.6878
C22 -3.781 -0.918 1.036  0.9887
H1 -5.234 -1.331 -0.513  0.3878
H2 -5.299 0.288 0.145  0.5329
H3 -3.021 0.718 -1.003  -0.5648
H4 -4.481 0.672 -1.956  0.5667
H5 -3.158 -0.493 -3.330  0.5454
H6 -3.907 -1.811 -2.446  0.5598
H7 -2.887 -2.349 -4.191  0.3456
H8 -2.494 -4.128 -5.502  0.3423
H9 -0.846 -5.807 -5.327  0.3420
H10 0.937 -5.821 -3.782  0.3329
H11 1.551 -4.240 -2.280  0.2500
H12 2.563 -0.935 -1.690  0.2928
H13 2.585 -2.481 -2.510  0.7038
H14 3.802 -2.725 -0.476  0.4185
H15 2.284 -3.580 -0.194  0.3698
H16 2.782 -0.694 0.640  0.1303
H17 3.085 -2.046 1.718  0.7212
H18 2.242 -3.615 2.495  0.3203
H19 1.781 -4.586 4.497  0.3399
H20 -0.116 -4.354 5.878  0.3407
H21 -2.128 -3.291 5.282  0.3440
H22 -2.736 -2.340 3.305  0.3132
H23 -3.320 -3.009 1.449  0.5990
H24 -3.055 -2.523 -0.208  0.5672
H25 -3.109 -0.093 1.281  -0.6809
H26 -4.445 -1.041 1.897  0.3856
C23 -1.537 1.106 3.476  -0.7285
C24 -2.101 2.381 2.872  -0.7507
O1 -2.183 2.218 1.475  0.0447
C25 -2.278 3.407 0.723  -0.7162
C26 -1.023 4.258 0.752  -0.6290
O2 0.060 3.485 0.293  -0.0706
C27 1.312 3.837 0.828  -0.4791
C28 2.272 2.681 0.618  -0.9501
O3 1.824 1.456 1.152  0.1813
C29 2.007 1.242 2.537  -0.8860
C30 0.782 1.577 3.359  -0.4097
O4 -0.280 0.751 2.940  0.2964
H27 -2.197 0.265 3.266  0.1085
H28 -1.479 1.224 4.567  0.3736
H29 -1.463 3.230 3.134  0.4083
H30 -3.093 2.579 3.301  0.4829
H31 -3.133 4.016 1.048  0.3192
H32 -2.456 3.087 -0.304  0.2549
H33 -0.819 4.635 1.761  0.4024
H34 -1.188 5.135 0.112  0.4226
H35 1.215 4.073 1.896  0.2975
H36 1.722 4.729 0.334  0.3841
H37 3.251 2.953 1.035  0.3907
H38 2.396 2.516 -0.454  0.3032
H39 2.866 1.814 2.911  0.5201
H40 2.220 0.178 2.660  0.2293
H41 0.526 2.636 3.247  0.1331
H42 1.008 1.400 4.421  0.3722
Br1 0.432 -1.733 -6.697  -0.1558
C31 0.402 0.116 -7.092  0.3415
C32 0.524 0.495 -8.424  -0.5256
C33 0.502 1.835 -8.770  -0.5173
C34 0.359 2.802 -7.786  -0.6360
C35 0.238 2.424 -6.459  -0.6371
C36 0.258 1.080 -6.100  0.3101
I1 0.071 0.568 -4.091  0.2619
H43 0.634 -0.269 -9.181  0.3876
H44 0.597 2.120 -9.809  0.3553
H45 0.341 3.851 -8.048  0.3633
H46 0.127 3.174 -5.688  0.3825

* gap between HOMO and LUMO: 7.0 eV
* lowest unoccupied orbital energy: 0.45 eV
* charge: 0

=====

| no. | F_max (eV Å⁻¹) |
| --- | --- |
| 1 | 5.797 |
| 2 | 6.415 |
| 3 | 5.798 |
| 4 | 0.355 |
| 5 | 0.195 |